[1]
Molecular formula: CH2S3
Method: DFT, wB97M-V/def2-TZVPD

* lowest unoccupied orbital energy: -1.87 eV
* multiplicity: 1
* energy above the lowest of the compared OMol25 structures with the same formula, charge and spin: 1.8475 eV
* frontier orbital gap: 7.16 eV

Last column: Löwdin charge in e.
Atoms and positions in Å:
1 C -0.16 -0.26 0.60  -0.8018
2 S -0.79 1.49 0.63  0.4713
3 S 0.69 0.51 -0.83  0.2272
4 S 0.55 -0.39 -2.65  0.0543
5 H 0.57 -0.34 1.40  0.0165
6 H -0.86 -1.02 0.84  0.0324

---

[2]
Molecular formula: C11H17Cl12N
Method: DFT, wB97M-V/def2-TZVPD

* lowest unoccupied orbital energy: 0.43 eV
* multiplicity: 1
* energy above the lowest of the compared OMol25 structures with the same formula, charge and spin: 0.3798 eV
* structure (SMILES): c1ccncc1.ClCCl.ClCCl.ClCCl.ClCCl.ClCCl.ClCCl
* frontier orbital gap: 9.96 eV

Last column: Löwdin charge in e.
Atoms and positions in Å:
1 C 6.00 12.76 9.96  -0.0776
2 C 7.07 13.28 10.62  -0.1094
3 C 7.61 14.52 10.24  -0.1329
4 N 7.09 15.26 9.22  0.0553
5 C 5.88 14.86 8.74  -0.1527
6 C 5.36 13.60 9.02  -0.0757
7 H 5.55 11.82 10.23  0.1038
8 H 7.53 12.74 11.43  0.0648
9 H 8.44 14.95 10.77  0.0986
10 H 5.47 15.30 7.84  0.0964
11 H 4.47 13.32 8.49  0.0959
12 Cl 10.24 11.81 5.72  0.4528
13 C 8.94 12.80 6.53  -0.9964
14 Cl 7.73 13.50 5.38  0.4810
15 H 8.47 12.18 7.29  -0.0316
16 H 9.55 13.59 6.96  0.0208
17 Cl 12.14 6.87 15.82  0.4969
18 C 11.68 6.78 14.11  -1.0465
19 Cl 11.43 8.40 13.44  0.5111
20 H 12.41 6.23 13.51  0.0001
21 H 10.77 6.20 14.00  0.0057
22 Cl 8.63 7.23 15.69  0.5065
23 C 8.18 8.97 15.57  -0.9758
24 Cl 7.96 9.64 13.93  0.4975
25 H 7.28 9.16 16.15  0.0313
26 H 9.04 9.44 16.07  -0.0291
27 Cl 11.00 7.29 9.41  0.5134
28 C 12.48 6.26 9.38  -0.9854
29 Cl 12.45 5.10 10.70  0.5156
30 H 12.48 5.72 8.44  0.0284
31 H 13.40 6.82 9.55  0.0304
32 Cl 10.16 11.75 11.65  0.5831
33 C 9.81 10.35 10.74  -1.0785
34 Cl 9.80 10.62 8.97  0.5345
35 H 10.54 9.58 10.99  -0.0496
36 H 8.87 9.98 11.15  0.0063
37 Cl 10.37 14.50 14.96  0.4996
38 C 11.38 13.04 15.04  -0.9786
39 Cl 10.65 11.71 16.02  0.4875
40 H 11.42 12.63 14.03  -0.0311
41 H 12.37 13.33 15.40  0.0331

---

[3]
Molecular formula: C45H36NO6PSeSiY
Method: DFT, wB97M-V/def2-TZVPD

* lowest unoccupied orbital energy: 1.62 eV
* multiplicity: 1
* energy above the lowest of the compared OMol25 structures with the same formula, charge and spin: 0.0000 eV
* frontier orbital gap: 6.46 eV
* total charge: -1

Last column: Löwdin charge in e.
Atoms and positions in Å:
1 Y -1.28 -0.69 -1.48  1.1506
2 O -3.11 -0.95 -0.12  -0.1111
3 C -4.00 -0.20 0.31  -0.1547
4 C -3.99 1.23 0.28  -0.1055
5 C -5.06 1.90 0.87  0.0495
6 C -5.09 3.26 0.90  -0.1604
7 C -4.04 4.02 0.32  0.0103
8 C -2.99 3.39 -0.26  0.0241
9 C -2.90 1.96 -0.31  -0.3393
10 O -1.89 1.40 -0.83  -0.1902
11 N -6.20 3.95 1.53  -0.3673
12 O -7.10 3.27 2.01  0.0494
13 O -6.21 5.17 1.52  0.0530
14 H -4.88 -0.67 0.77  0.1373
15 H -5.87 1.33 1.32  0.1292
16 H -4.10 5.10 0.36  0.1171
17 H -2.17 3.95 -0.71  0.1234
18 O -2.28 -4.39 -0.52  0.0476
19 C -1.32 -3.66 -0.37  -0.7084
20 O -0.85 -2.82 -1.24  -0.2658
21 C -0.55 -3.65 0.95  -0.2404
22 P -0.57 -1.94 1.62  1.0835
23 C 0.74 -2.07 2.89  -0.3452
24 C 0.48 -2.24 4.25  -0.0829
25 C 1.52 -2.36 5.16  -0.0902
26 C 2.84 -2.32 4.72  -0.0975
27 C 3.11 -2.16 3.37  -0.0820
28 C 2.07 -2.03 2.46  -0.0968
29 C -2.11 -1.82 2.58  -0.3890
30 C -2.33 -0.64 3.29  -0.1077
31 C -3.55 -0.41 3.91  -0.0863
32 C -4.57 -1.34 3.81  -0.1003
33 C -4.36 -2.52 3.09  -0.0849
34 C -3.13 -2.76 2.48  -0.0765
35 H 0.50 -3.84 0.74  0.0854
36 H -0.91 -4.41 1.64  0.0923
37 H -0.55 -2.27 4.60  0.0963
38 H 1.30 -2.48 6.22  0.0973
39 H 3.65 -2.41 5.43  0.0966
40 H 4.13 -2.13 3.02  0.1058
41 H 2.29 -1.89 1.41  0.0867
42 H -1.54 0.10 3.35  0.0930
43 H -3.71 0.52 4.45  0.1040
44 H -5.53 -1.16 4.28  0.0991
45 H -5.15 -3.25 3.00  0.1035
46 H -3.01 -3.66 1.89  0.0976
47 Se -2.64 -0.47 -3.91  0.5372
48 C -0.86 -0.61 -4.62  -0.7143
49 C 0.01 -1.63 -4.21  -0.1786
50 C 1.28 -1.75 -4.75  -0.0893
51 C 1.70 -0.88 -5.75  -0.1097
52 C 0.84 0.13 -6.18  -0.1157
53 C -0.41 0.28 -5.60  -0.1485
54 H -0.34 -2.40 -3.52  0.0725
55 H 1.94 -2.54 -4.40  0.1030
56 H 2.69 -0.98 -6.18  0.0972
57 H 1.16 0.82 -6.95  0.0989
58 H -1.06 1.08 -5.92  0.0930
59 C 2.04 1.88 3.45  -0.1031
60 C 0.77 1.85 2.89  -0.1034
61 C 0.60 1.45 1.57  -0.1383
62 C 1.68 1.07 0.77  -0.3154
63 C 2.95 1.12 1.35  -0.1050
64 C 3.13 1.52 2.67  -0.1012
65 Si 1.39 0.52 -1.05  0.7009
66 C 2.87 -0.62 -1.45  -0.3042
67 C 4.12 -0.15 -1.89  -0.1058
68 C 5.17 -1.01 -2.17  -0.0982
69 C 5.00 -2.39 -2.01  -0.1111
70 C 3.78 -2.88 -1.58  -0.1005
71 C 2.73 -2.00 -1.31  -0.1382
72 C 1.78 2.13 -2.00  -0.2973
73 C 1.90 3.38 -1.41  -0.0955
74 C 2.13 4.53 -2.17  -0.1052
75 C 2.25 4.43 -3.55  -0.1137
76 C 2.13 3.19 -4.16  -0.0929
77 C 1.90 2.05 -3.39  -0.1131
78 H 2.18 2.17 4.48  0.0935
79 H -0.09 2.14 3.48  0.0933
80 H -0.40 1.43 1.15  0.0714
81 H 3.82 0.83 0.77  0.0964
82 H 4.13 1.53 3.10  0.0959
83 H 4.26 0.92 -2.03  0.1004
84 H 6.11 -0.62 -2.51  0.0937
85 H 5.82 -3.06 -2.23  0.0912
86 H 3.63 -3.95 -1.46  0.0971
87 H 1.77 -2.41 -1.00  0.0695
88 H 1.82 3.48 -0.33  0.0925
89 H 2.22 5.49 -1.68  0.0920
90 H 2.42 5.32 -4.15  0.0901
91 H 2.21 3.09 -5.24  0.0933
92 H 1.80 1.09 -3.88  0.0750

---

[4]
Molecular formula: C3H10OSi2
Method: DFT, wB97M-V/def2-TZVPD

* lowest unoccupied orbital energy: 0.89 eV
* multiplicity: 1
* energy above the lowest of the compared OMol25 structures with the same formula, charge and spin: 1.4315 eV
* frontier orbital gap: 9.87 eV

Last column: Löwdin charge in e.
Atoms and positions in Å:
1 C 3.06 -0.90 0.05  -0.0536
2 C 2.15 0.23 0.44  -0.2224
3 C 0.98 0.70 -0.61  -0.3342
4 Si -0.71 1.05 0.32  0.5235
5 O -1.37 -0.53 0.72  -0.5220
6 Si -2.96 -0.79 0.02  0.5306
7 H 2.73 -1.57 -0.87  0.0674
8 H 4.09 -1.08 0.62  0.0669
9 H 2.33 0.70 1.51  0.0980
10 H 0.75 -0.24 -1.31  0.0879
11 H 1.29 1.57 -1.33  0.0819
12 H -0.47 1.84 1.55  -0.0379
13 H -1.55 1.87 -0.54  -0.0507
14 H -3.08 -2.25 -0.24  -0.0746
15 H -4.06 -0.45 0.91  -0.0810
16 H -3.19 -0.13 -1.26  -0.0798